The following is a DFT calculation (wB97M-V/def2-TZVPD) of a molecular structure, C35H54BCl3N7P2ReS.

Summary:
2S+1: 4
⟨S²⟩: 3.806
Charge: +3
Total energy (eV): -117365.21285
Molecular weight (u): 970.26

Element x y z (Å)
Re 0.091 0.843 0.469
C 0.137 -3.580 -1.668
C -0.858 -2.808 -2.534
C -1.981 -3.788 -2.930
C -0.149 -2.371 -3.816
P -1.435 -1.307 -1.535
C -2.236 -2.135 -0.120
N -1.318 -2.072 0.991
B -0.389 -1.027 1.347
N 0.107 -1.359 2.677
C 1.132 -0.621 3.360
P 2.042 0.268 2.038
C 3.301 -1.017 1.457
C 2.552 -2.311 1.127
C 4.109 -0.587 0.236
C 4.301 -1.325 2.578
C 2.860 1.709 2.894
C 3.559 1.282 4.196
C 1.760 2.688 3.276
C 3.856 2.430 2.007
C -0.357 -2.635 2.978
C -0.017 -3.482 4.023
C -0.544 -4.756 4.037
C -1.428 -5.173 3.032
C -1.786 -4.324 2.002
C -1.221 -3.052 1.961
C -2.728 -0.339 -2.440
C -3.427 0.456 -1.353
C -3.799 -1.138 -3.164
C -2.015 0.589 -3.426
H 0.490 -4.447 -2.230
H -0.297 -3.946 -0.732
H 1.001 -2.947 -1.427
H -1.479 -4.691 -3.298
H -2.608 -3.406 -3.722
H -2.626 -4.106 -2.101
H 0.245 -3.276 -4.291
H 0.715 -1.726 -3.623
H -0.793 -1.873 -4.530
H -2.444 -3.186 -0.359
H -3.191 -1.697 0.143
H 1.808 -1.304 3.897
H 0.722 0.055 4.109
H 1.760 -2.166 0.394
H 2.115 -2.792 1.995
H 3.274 -3.002 0.678
H 3.530 -0.530 -0.669
H 4.868 -1.343 0.067
H 4.635 0.354 0.391
H 3.849 -1.580 3.534
H 4.998 -0.498 2.725
H 4.859 -2.213 2.230
H 2.927 0.723 4.876
H 3.808 2.205 4.698
H 4.490 0.753 4.034
H 0.932 2.234 3.828
H 1.372 3.189 2.393
H 2.174 3.451 3.928
H 4.770 1.858 1.845
H 4.138 3.350 2.514
H 3.416 2.704 1.043
H 0.634 -3.164 4.830
H -0.270 -5.436 4.835
H -1.847 -6.173 3.075
H -2.483 -4.656 1.245
H -4.196 -0.138 -0.862
H -3.890 1.367 -1.732
H -2.725 0.796 -0.585
H -4.275 -1.891 -2.529
H -3.416 -1.629 -4.063
H -4.582 -0.440 -3.449
H -1.322 1.268 -2.924
H -2.756 1.202 -3.935
H -1.469 0.032 -4.197
N -1.941 1.126 2.826
C -2.571 2.001 3.602
C -2.163 3.269 3.184
C -1.305 3.053 2.139
N -1.135 1.732 1.904
H -1.944 0.124 2.869
H -3.248 1.688 4.391
H -2.466 4.206 3.605
H -0.756 3.779 1.552
Cl 1.531 1.252 -4.620
C 2.698 0.837 -3.389
Cl 3.521 -0.668 -3.638
Cl 3.742 2.161 -2.912
C 1.931 0.559 -2.196
N 1.356 0.445 -1.244
N -1.685 5.331 -5.246
C -2.360 5.339 -4.068
S -3.700 6.215 -3.754
C -1.715 4.468 -2.980
C -0.376 4.094 -2.955
C 0.125 3.301 -1.938
N -0.620 2.779 -0.949
C -1.900 3.219 -0.963
C -2.450 4.064 -1.886
H -2.066 5.911 -5.979
H -0.987 4.658 -5.518
H 0.329 4.442 -3.708
H 1.180 3.043 -1.942
H -2.506 2.887 -0.130
H -3.494 4.338 -1.801

The following is a DFT calculation (wB97M-V/def2-TZVPD) of 3 unconnected molecules or ions with the total composition C35H54N2O13.

Summary:
SMILES string: C=CC(=O)OCCCCCC[C@H]1OC(=O)[C@](N)(CCC(=O)Nc2ccccc2)[C@H]1CCCCOC=O.CCOC(=O)OC.CCOC(=O)OC
Charge: 0
Total energy (eV): -66766.91544
Molecular weight (u): 710.82

Element x y z (Å)
C 6.127 2.595 4.883
C 4.884 2.407 5.302
C 4.225 1.092 4.927
O 3.664 0.408 5.740
O 4.357 0.736 3.601
C 3.537 1.577 2.773
C 4.317 2.024 1.521
C 3.761 3.318 0.904
C 2.668 3.054 -0.170
C 1.604 4.172 -0.202
C 0.682 4.137 1.044
C -0.722 3.554 0.785
O -1.180 3.433 -0.580
C -2.334 2.700 -0.502
O -2.986 2.465 -1.488
C -2.634 2.205 0.940
N -3.201 0.856 0.781
C -3.647 3.014 1.832
C -4.420 4.175 1.126
C -5.899 4.093 1.556
O -6.293 4.760 2.485
N -6.693 3.250 0.760
C -7.691 2.471 1.450
C -8.704 1.950 0.669
C -9.702 1.176 1.195
C -9.710 0.899 2.546
C -8.706 1.401 3.332
C -7.707 2.170 2.788
C -1.223 2.328 1.557
C -0.341 1.071 1.698
C -0.311 0.125 0.469
C 1.089 -0.453 0.131
C 1.192 -1.937 0.538
O 2.201 -2.653 -0.200
C 3.438 -2.079 -0.017
O 4.201 -2.436 0.840
H 6.558 1.963 4.112
H 6.728 3.362 5.364
H 4.308 3.138 5.859
H 2.695 0.952 2.451
H 3.141 2.448 3.310
H 4.279 1.192 0.807
H 5.368 2.127 1.812
H 3.444 4.047 1.658
H 4.598 3.783 0.368
H 2.195 2.086 0.033
H 3.147 3.017 -1.154
H 2.151 5.122 -0.161
H 1.063 4.130 -1.148
H 1.155 3.582 1.861
H 0.538 5.174 1.357
H -1.393 4.349 1.162
H -4.109 0.985 0.347
H -3.322 0.412 1.683
H -3.202 3.427 2.741
H -4.394 2.297 2.187
H -4.417 4.134 0.032
H -4.055 5.123 1.521
H -6.072 2.605 0.279
H -8.713 2.143 -0.401
H -10.465 0.799 0.524
H -10.492 0.285 2.979
H -8.732 1.191 4.396
H -6.932 2.563 3.439
H -1.237 2.713 2.588
H 0.682 1.435 1.875
H -0.609 0.538 2.617
H -0.777 0.564 -0.415
H -0.947 -0.733 0.718
H 1.188 -0.431 -0.960
H 1.905 0.080 0.628
H 1.428 -2.036 1.609
H 0.252 -2.467 0.370
H 3.672 -1.260 -0.723
C 2.915 -5.190 -1.220
C 2.044 -5.954 -0.250
O 0.927 -6.564 -0.916
C 1.197 -7.689 -1.573
O 2.267 -8.234 -1.644
O 0.071 -8.107 -2.157
C 0.233 -9.270 -2.969
H 2.321 -4.477 -1.789
H 3.700 -4.655 -0.690
H 3.384 -5.864 -1.939
H 1.622 -5.266 0.481
H 2.616 -6.701 0.300
H 0.716 -10.073 -2.415
H 0.807 -9.026 -3.862
H -0.761 -9.595 -3.266
C 1.037 -1.095 -7.307
C 1.435 -0.667 -5.911
O 1.726 -1.800 -5.080
C 2.926 -2.351 -5.265
O 3.768 -1.978 -6.038
O 3.026 -3.401 -4.448
C 4.238 -4.144 -4.593
H 0.217 -1.813 -7.267
H 0.725 -0.233 -7.898
H 1.867 -1.580 -7.820
H 0.604 -0.149 -5.433
H 2.281 0.021 -5.928
H 5.112 -3.499 -4.514
H 4.243 -4.673 -5.545
H 4.269 -4.871 -3.786

The following is a DFT calculation (wB97M-V/def2-TZVPD) of 2 unconnected molecules or ions with the total composition C35H55BrClNO4Si.

Summary:
SMILES string: C[C@H](Cl)CC1=C(Br)C(=O)C(CCCCCCCC[Si](C)(C)c2ccccc2)=C(CCCC(=O)O)C1=O.CCN(CC)CC
Charge: 0
Total energy (eV): -137288.73869
Molecular weight (u): 697.27

Element x y z (Å)
C 5.956 2.100 1.765
C 5.314 3.321 0.885
Cl 5.002 4.892 1.853
C 3.923 2.973 0.099
C 3.255 1.520 0.446
C 2.692 1.079 1.750
Br 2.666 2.383 3.315
C 2.105 -0.483 1.869
O 2.292 -1.251 2.953
C 1.261 -0.994 0.518
C -0.073 -1.945 0.560
C -1.487 -1.175 0.250
C -2.340 -1.199 1.688
C -3.068 0.305 1.761
C -4.414 0.330 2.697
C -4.829 1.944 2.850
C -5.453 2.482 1.408
C -4.895 3.989 1.024
Si -3.821 4.032 -0.582
C -2.328 2.812 -0.582
C -3.083 5.844 -0.675
C -5.025 3.841 -2.075
C -6.077 2.581 -2.183
C -7.130 2.491 -3.471
C -7.123 3.651 -4.652
C -6.025 4.889 -4.521
C -4.958 5.008 -3.247
C 1.796 -0.527 -0.789
C 1.140 -0.834 -2.273
C 0.817 0.673 -2.922
C -0.378 0.658 -4.043
C 0.380 0.869 -5.519
O 0.542 2.127 -6.012
O 0.893 -0.331 -6.221
C 3.188 0.400 -0.794
O 4.159 0.253 -1.702
H 5.565 2.175 2.879
H 7.128 2.321 1.835
H 5.864 1.034 1.294
H 6.131 3.609 0.065
H 4.187 2.972 -1.066
H 3.081 3.804 0.214
H 0.057 -2.759 -0.304
H -0.082 -2.558 1.572
H -2.069 -1.791 -0.582
H -1.256 -0.066 -0.068
H -1.640 -1.373 2.620
H -3.159 -2.066 1.645
H -2.212 1.039 2.115
H -3.382 0.531 0.632
H -4.154 -0.067 3.768
H -5.307 -0.274 2.220
H -5.689 1.980 3.665
H -3.883 2.593 3.154
H -6.628 2.549 1.529
H -5.236 1.675 0.589
H -5.869 4.638 0.789
H -4.255 4.459 1.899
H -1.366 3.240 -1.124
H -2.049 2.628 0.564
H -2.582 1.748 -1.043
H -2.349 5.959 -1.582
H -4.026 6.542 -0.896
H -2.564 6.171 0.344
H -6.178 1.725 -1.376
H -7.881 1.573 -3.510
H -7.910 3.576 -5.544
H -6.009 5.727 -5.362
H -4.241 5.938 -3.237
H 1.875 -1.402 -2.987
H 0.077 -1.353 -2.171
H 1.771 1.173 -3.387
H 0.461 1.384 -2.034
H -1.024 -0.319 -4.004
H -1.102 1.602 -3.951
H 0.841 -1.139 -5.597
C 4.212 -3.325 1.531
C 4.906 -4.684 1.515
N 4.460 -5.584 2.582
C 5.330 -6.752 2.757
C 5.420 -7.741 1.600
C 3.025 -5.860 2.644
C 2.362 -6.450 1.403
H 4.302 -2.845 2.511
H 4.673 -2.663 0.791
H 3.150 -3.406 1.279
H 5.979 -4.491 1.640
H 4.782 -5.136 0.525
H 5.034 -7.294 3.664
H 6.345 -6.390 2.969
H 4.518 -8.350 1.518
H 6.253 -8.434 1.774
H 5.603 -7.251 0.642
H 2.507 -4.925 2.889
H 2.813 -6.513 3.500
H 2.654 -5.934 0.485
H 1.273 -6.363 1.494
H 2.586 -7.512 1.292

The following is a DFT calculation (wB97M-V/def2-TZVPD) of a molecular structure, C35H55F6Ge2N6O4PSY.

Summary:
2S+1: 2
⟨S²⟩: 0.788
Charge: -2
Total energy (eV): -204832.41706
Molecular weight (u): 1035.02

Element x y z (Å)
Y 0.882 1.501 -0.647
C -1.175 3.226 3.962
N -0.772 1.920 3.481
C -1.248 0.783 4.261
C -1.150 -0.370 3.278
N -1.324 0.322 2.005
C -1.394 -0.388 0.704
C -0.845 1.590 2.128
N -0.479 2.317 1.123
C 0.144 3.620 1.290
C 1.513 3.521 1.949
N 2.340 2.559 1.226
C 3.498 2.272 1.728
N 4.126 2.831 2.837
C 4.052 4.220 3.240
C 5.460 2.265 2.985
C 5.399 1.000 2.153
N 4.328 1.308 1.226
C 3.923 0.270 0.314
H -1.483 3.116 5.001
H -2.022 3.631 3.398
H -0.359 3.949 3.939
H -2.293 0.942 4.566
H -0.624 0.627 5.141
H -1.933 -1.102 3.445
H -0.171 -0.855 3.337
H -2.477 -1.920 -0.188
H 0.621 -1.166 0.833
H -1.952 0.284 0.051
H -0.479 4.336 1.829
H 0.283 4.042 0.287
H 1.407 3.213 2.996
H 1.935 4.530 1.921
H 3.070 4.503 3.601
H 4.353 4.906 2.438
H 4.747 4.347 4.071
H 5.674 2.063 4.034
H 6.211 2.964 2.589
H 5.146 0.126 2.757
H 6.334 0.813 1.619
H 4.180 -0.704 0.737
H 4.356 0.402 -0.676
H 2.846 0.272 0.199
O 2.544 3.389 -3.974
S 1.990 2.723 -2.822
O 3.004 2.191 -1.848
O 1.161 1.511 -3.130
O 1.094 3.590 -1.979
C -3.135 2.536 -4.624
C -1.913 2.735 -3.732
Ge -1.750 1.535 -2.136
C -3.618 1.761 -1.325
C -4.655 0.702 -1.693
C -1.993 -0.259 -3.038
C -1.280 -1.383 -2.892
Ge 0.109 -1.715 -1.529
C 0.034 -3.678 -1.148
C 0.688 -4.622 -2.153
C 1.972 -1.390 -2.135
C 2.290 -1.687 -3.597
C -1.594 -2.556 -3.757
C -2.643 -3.423 -3.444
C -2.932 -4.520 -4.242
C -2.185 -4.771 -5.384
C -1.149 -3.909 -5.719
C -0.854 -2.820 -4.911
H -3.184 3.264 -5.444
H -4.070 2.628 -4.063
H -3.138 1.544 -5.085
H -1.896 3.758 -3.341
H -0.991 2.621 -4.305
H -3.977 2.750 -1.635
H -3.511 1.817 -0.235
H -4.848 0.695 -2.769
H -5.620 0.845 -1.188
H -4.305 -0.305 -1.447
H -2.766 -0.327 -3.815
H -1.014 -3.959 -0.996
H 0.520 -3.794 -0.174
H 0.188 -4.598 -3.123
H 0.672 -5.660 -1.803
H 1.735 -4.358 -2.322
H 2.599 -1.971 -1.448
H 2.235 -0.335 -1.992
H 2.038 -2.712 -3.882
H 3.349 -1.529 -3.817
H 1.727 -1.005 -4.236
H -3.228 -3.228 -2.552
H -3.747 -5.182 -3.969
H -2.408 -5.627 -6.010
H -0.561 -4.087 -6.612
H -0.042 -2.155 -5.176
F 2.248 -0.112 3.181
P 2.756 -0.713 4.602
F 3.261 -1.318 6.017
F 1.705 -1.934 4.459
F 1.634 0.171 5.377
F 3.888 -1.587 3.826
F 3.816 0.505 4.762
C -0.029 -0.661 0.099
C -2.341 -1.624 0.871
C -1.761 -2.801 1.584
C -2.465 -3.522 2.497
C -3.767 -3.143 2.885
C -4.341 -1.973 2.334
C -3.686 -1.240 1.397
H -0.744 -3.071 1.340
H -1.999 -4.379 2.969
H -4.307 -3.718 3.626
H -5.322 -1.654 2.672
H -4.134 -0.342 0.988